Record 1
# C5H9FN3

An isolated ion of composition C5H9FN3 and charge +1 in a non-equilibrium geometry (ωB97M-V with the def2-TZVPD basis set, the OMol25 dataset).

Geometry as XYZ:
```
18
Properties=species:S:1:pos:R:3:nbo_charge:R:1
N 3.198 -0.416 -0.076 -0.836
C 1.839 0.247 -0.159 -0.229
C 0.676 -0.798 -0.753 -0.239
N -0.661 -0.180 -0.290 -0.346
C -1.025 1.297 -0.406 -0.030
C -2.502 1.246 0.304 -0.048
N -2.792 -0.209 0.713 0.055
F -3.921 -0.637 1.343 -0.116
C -1.638 -1.133 0.364 0.191
H 3.230 -0.863 0.880 0.375
H 3.910 0.342 -0.175 0.388
H 1.459 0.520 0.939 0.184
H 1.822 1.259 -0.758 0.208
H 0.735 -0.919 -1.921 0.259
H 0.808 -1.834 -0.175 0.237
H -0.419 2.201 -0.862 0.322
H -3.187 2.182 0.472 0.305
H -1.533 -2.303 0.560 0.323
```

The value obtained for the gap between HOMO and LUMO is 8.52 eV. The charge is +1. The SMILES is NCCn1cc[n+](F)c1. The HOMO energy is -13.09 eV. The electronic energy is -459.510183 a.u. The calculation puts the LUMO energy at -4.57 eV. The energy above the lowest of the compared OMol25 structures with the same formula, charge and spin comes out at 172.0 kcal/mol.

***

Record 2
# C5H9FN4

An isolated ion of composition C5H9FN4 and charge +2 in a non-equilibrium geometry (ωB97M-V with the def2-TZVPD basis set, the OMol25 dataset).

Geometry as XYZ:
```
19
Properties=species:S:1:pos:R:3:nbo_charge:R:1
C 1.510 -0.806 -1.263 -0.174
C 0.565 -0.344 -0.450 -0.032
C -0.371 -1.265 0.162 0.495
N 0.010 -2.445 0.571 -0.625
N -1.735 -1.009 0.147 -0.495
C -2.084 0.216 -0.183 0.888
F -3.346 0.518 -0.348 -0.194
N -1.208 1.318 -0.396 -0.463
N 0.294 1.083 -0.254 -0.178
C 0.710 1.566 1.113 -0.395
H 2.054 0.063 -1.809 0.259
H 1.723 -1.823 -1.428 0.265
H 1.007 -2.711 0.404 0.451
H -0.697 -3.030 1.119 0.494
H -1.437 2.273 -0.598 0.470
H 0.617 1.575 -1.042 0.462
H 1.780 1.527 1.157 0.265
H 0.325 2.528 1.285 0.263
H 0.283 0.765 1.812 0.244
```

The value obtained for the gap between HOMO and LUMO is 10.01 eV. The charge is +2. The SMILES is C=C1C(=[NH2+])N=C(F)N[N@H+]1C. The HOMO energy is -19.66 eV. The electronic energy is -514.067844 a.u. The calculation puts the LUMO energy at -9.65 eV.

***

Record 3
# C5H9FO

One molecule with the formula C5H9FO in a non-equilibrium geometry (ωB97M-V with the def2-TZVPD basis set, the OMol25 dataset).

Geometry as XYZ:
```
16
Properties=species:S:1:pos:R:3:nbo_charge:R:1
C 0.110 2.709 -0.649 -0.223
O -0.067 1.569 0.226 -0.532
C 0.040 0.328 -0.274 0.161
C 0.153 -0.864 0.235 -0.140
C -0.105 -2.006 -0.699 -0.616
C 0.070 -0.915 1.728 0.009
F 1.319 -1.373 2.186 -0.371
H -0.409 2.676 -1.544 0.170
H 1.203 2.554 -1.002 0.188
H -0.301 3.458 -0.183 0.191
H -0.542 0.230 -1.301 0.133
H -0.774 -2.580 -0.256 0.201
H 0.704 -2.698 -0.530 0.222
H -0.412 -1.789 -1.808 0.223
H -0.945 -1.547 1.775 0.183
H -0.044 0.247 2.097 0.200
```

The value obtained for the gap between HOMO and LUMO is 9.67 eV. The charge is 0. The SMILES is CO/C=C(/C)CF. The HOMO energy is -8.74 eV. The electronic energy is -370.862398 a.u. The calculation puts the LUMO energy at 0.94 eV. The energy above the lowest of the compared OMol25 structures with the same formula, charge and spin comes out at 94.9 kcal/mol.

***

Record 4
# C5H9FO

A 2-piece molecular cluster, C5H9FO overall in a non-equilibrium geometry (ωB97M-V with the def2-TZVPD basis set, the OMol25 dataset).

Geometry as XYZ:
```
16
Properties=species:S:1:pos:R:3:nbo_charge:R:1
C -1.500 0.586 -0.603 -0.423
C -0.414 -0.218 -0.708 0.048
C 0.650 -0.057 -1.654 -0.659
C -0.549 -1.483 0.070 -0.650
H -1.547 1.522 -1.188 0.182
H -2.329 0.416 -0.063 0.182
H 1.547 0.212 -1.098 0.237
H 0.297 0.527 -2.437 0.225
H 0.753 -1.000 -2.113 0.213
H -0.154 -2.337 -0.520 0.216
H -1.517 -1.558 0.579 0.220
H 0.147 -1.464 0.926 0.209
O 2.112 0.673 1.710 -0.532
C 1.130 1.152 2.172 0.725
F 1.069 2.468 2.288 -0.325
H 0.305 0.561 2.638 0.132
```

The value obtained for the gap between HOMO and LUMO is 10.11 eV. The charge is 0. The SMILES is C=C(C)C.O=CF. The HOMO energy is -9.17 eV. The electronic energy is -370.964982 a.u. The calculation puts the LUMO energy at 0.94 eV. The energy above the lowest of the compared OMol25 structures with the same formula, charge and spin comes out at 30.5 kcal/mol.

***

Record 5
# C5H9FSi

A 2-piece molecular cluster, C5H9FSi overall in a non-equilibrium geometry (ωB97M-V with the def2-TZVPD basis set, the OMol25 dataset).

Geometry as XYZ:
```
16
Properties=species:S:1:pos:R:3:nbo_charge:R:1
C -1.659 3.024 -1.063 -1.260
Si -0.973 1.684 -2.036 1.770
C -0.017 0.096 -1.677 -1.095
F -1.576 1.561 -3.542 -0.647
H -1.548 3.326 -0.002 0.243
H -2.611 3.472 -1.462 0.243
H -0.379 -0.779 -2.126 0.257
H 0.871 0.303 -2.248 0.244
H 0.123 -0.078 -0.717 0.245
C 2.381 0.067 0.926 -0.278
C 1.633 -0.820 1.209 0.006
C 0.869 -2.026 1.612 -0.675
H 3.075 0.664 0.383 0.237
H 0.763 -1.963 2.645 0.238
H -0.109 -1.952 1.144 0.233
H 1.513 -2.778 1.311 0.241
```

The value obtained for the gap between HOMO and LUMO is 8.32 eV. The charge is 0. The SMILES is C=[Si](C)F.C#CC. The HOMO energy is -8.00 eV. The electronic energy is -585.166514 a.u. The calculation puts the LUMO energy at 0.33 eV. The energy above the lowest of the compared OMol25 structures with the same formula, charge and spin comes out at 68.2 kcal/mol.

***

Record 6
# C5H9FeMgO3

C5H9FeMgO3 as an isolated structure in a non-equilibrium geometry (ωB97M-V with the def2-TZVPD basis set, the OMol25 dataset).

Geometry as XYZ:
```
19
Properties=species:S:1:pos:R:3:nbo_charge:R:1
O 3.153 0.039 0.273 -0.919
Fe 3.487 1.906 0.432 0.834
C 2.345 -2.133 -0.193 -0.589
C 2.214 -0.819 0.105 0.589
O 0.947 -0.227 0.243 -0.665
C -0.226 -0.991 -0.011 -0.101
C -1.406 -0.125 0.349 -0.098
O -1.239 1.142 -0.282 -0.671
C -2.416 1.944 -0.284 -0.261
Mg 0.725 1.914 -0.186 0.947
H 1.515 -2.767 -0.489 0.217
H 3.325 -2.586 -0.063 0.244
H -0.239 -1.895 0.613 0.229
H -0.255 -1.282 -1.071 0.207
H -1.477 0.022 1.438 0.199
H -2.330 -0.601 -0.007 0.220
H -2.135 2.942 -0.637 0.211
H -3.158 1.505 -0.964 0.208
H -2.831 2.012 0.732 0.200
```

The value obtained for the gap between HOMO and LUMO (alpha / beta) is 6.00 / 5.97 eV. The charge is +1. Its expectation value of S² is 12.009. The multiplicity is 7. The HOMO energy (alpha / beta) is -9.83 / -11.99 eV. The electronic energy is -1885.063722 a.u. The calculation puts the LUMO energy (alpha / beta) at -3.83 / -6.02 eV. The energy above the lowest of the compared OMol25 structures with the same formula, charge and spin comes out at 0.0 kcal/mol.

***

Record 7
# C5H9I

One molecule with the formula C5H9I in a non-equilibrium geometry (ωB97M-V with the def2-TZVPD basis set, the OMol25 dataset).

Geometry as XYZ:
```
15
Properties=species:S:1:pos:R:3:nbo_charge:R:1
C -0.421 2.170 -0.216 -0.377
C 0.068 1.055 0.319 -0.188
C 0.141 -0.273 -0.329 -0.259
C 1.544 -0.836 -0.157 -0.619
C -1.088 -1.295 0.335 -0.514
I -2.917 -0.220 0.055 0.050
H -0.315 2.983 0.392 0.205
H -0.849 2.051 -1.187 0.206
H 0.518 1.081 1.291 0.190
H -0.221 -0.281 -1.358 0.215
H 1.769 -1.348 0.734 0.214
H 1.894 -1.531 -0.985 0.221
H 2.213 0.106 -0.181 0.219
H -0.967 -1.345 1.376 0.198
H -1.369 -2.317 -0.089 0.238
```

The value obtained for the gap between HOMO and LUMO is 9.50 eV. The charge is 0. The SMILES is C=C[C@@H](C)CI. The HOMO energy is -8.93 eV. The electronic energy is -493.537833 a.u. The calculation puts the LUMO energy at 0.56 eV. The energy above the lowest of the compared OMol25 structures with the same formula, charge and spin comes out at 31.0 kcal/mol.

***

Record 8
# C5H9IKO2

C5H9IKO2 as an isolated structure in a non-equilibrium geometry (ωB97M-V with the def2-TZVPD basis set, the OMol25 dataset).

Geometry as XYZ:
```
18
Properties=species:S:1:pos:R:3:nbo_charge:R:1
C 2.601 0.644 0.278 -0.259
O 1.627 0.466 -0.755 -0.551
C 1.121 -0.804 -0.799 0.807
O 1.494 -1.626 -1.599 -0.498
C -0.007 -1.111 0.183 -0.578
C -0.879 0.095 0.491 -0.195
C -1.534 0.689 -0.744 -0.659
I -2.444 -0.592 1.849 -0.039
H 2.168 0.529 1.270 0.166
H 3.419 -0.062 0.166 0.200
H 2.994 1.644 0.167 0.216
H -0.578 -1.923 -0.246 0.249
H 0.483 -1.452 1.093 0.254
H -0.341 0.842 1.056 0.232
H -2.034 -0.091 -1.309 0.212
H -0.753 1.130 -1.357 0.261
H -2.213 1.495 -0.483 0.208
K -5.124 0.129 0.740 0.975
```

The value obtained for the gap between HOMO and LUMO is 9.18 eV. The charge is +1. The HOMO energy is -13.13 eV. The electronic energy is -1243.814614 a.u. The calculation puts the LUMO energy at -3.96 eV.

***

Record 9
# C5H9IN

An isolated ion of composition C5H9IN and charge +1 in a non-equilibrium geometry (ωB97M-V with the def2-TZVPD basis set, the OMol25 dataset).

Geometry as XYZ:
```
16
Properties=species:S:1:pos:R:3:nbo_charge:R:1
I -1.072 -3.344 0.402 0.283
C -0.800 -1.303 0.226 -0.068
C -1.722 -0.191 0.750 -0.430
C -0.293 -0.308 1.191 -0.261
C 0.704 0.640 0.656 -0.434
C 1.007 0.068 -0.744 -0.232
N -0.088 -0.965 -1.093 -0.548
H -2.529 -0.503 1.489 0.273
H -2.118 0.662 0.094 0.251
H -0.152 -0.710 2.193 0.263
H 1.605 0.625 1.295 0.259
H 0.211 1.608 0.778 0.253
H 1.077 0.763 -1.578 0.244
H 2.006 -0.309 -0.844 0.249
H -0.666 -0.845 -1.923 0.448
H 0.393 -1.840 -1.398 0.449
```

The value obtained for the gap between HOMO and LUMO is 10.13 eV. The charge is +1. The SMILES is I[C@@]12C[C@@H]1CC[NH2+]2. The HOMO energy is -13.64 eV. The electronic energy is -548.057223 a.u. The calculation puts the LUMO energy at -3.50 eV. The energy above the lowest of the compared OMol25 structures with the same formula, charge and spin comes out at 20.2 kcal/mol.

***

Record 10
# C5H9IO2

One molecule with the formula C5H9IO2 in a non-equilibrium geometry (ωB97M-V with the def2-TZVPD basis set, the OMol25 dataset).

Geometry as XYZ:
```
17
Properties=species:S:1:pos:R:3:nbo_charge:R:1
C -0.123 0.802 1.683 -0.501
C -0.414 1.340 0.140 -0.039
C 1.126 0.154 1.964 0.113
C 0.043 -0.256 -1.574 0.188
C -0.644 -1.458 -2.190 -0.704
O -0.814 0.501 -0.876 -0.527
O 1.302 -1.147 2.005 -0.667
I 1.543 0.606 -2.776 0.053
H -0.283 1.592 2.288 0.218
H -0.951 0.079 1.756 0.198
H -1.221 1.934 0.275 0.177
H 0.428 1.910 -0.175 0.173
H 2.092 0.719 1.954 0.160
H -0.031 -2.318 -2.317 0.234
H -1.229 -1.068 -3.034 0.221
H -1.320 -1.677 -1.391 0.223
H 0.497 -1.711 2.267 0.482
```

The value obtained for the gap between HOMO and LUMO (alpha / beta) is 8.08 / 6.88 eV. The charge is 0. The HOMO energy (alpha / beta) is -7.36 / -6.63 eV. The electronic energy is -643.912714 a.u. The calculation puts the LUMO energy (alpha / beta) at 0.72 / 0.25 eV. The energy above the lowest of the compared OMol25 structures with the same formula, charge and spin comes out at 99.1 kcal/mol.

***

Record 11
# C5H9IO4SSn

C5H9IO4SSn as an isolated structure in a non-equilibrium geometry (ωB97M-V with the def2-TZVPD basis set, the OMol25 dataset).

Geometry as XYZ:
```
21
Properties=species:S:1:pos:R:3:nbo_charge:R:1
C 2.881 -0.399 -0.421 -0.693
C 1.678 -0.068 0.497 -0.282
I 2.457 1.019 2.205 0.364
C 0.607 0.844 -0.174 -0.497
C -0.710 0.133 -0.446 0.012
C -1.798 1.193 -0.287 -0.104
O -3.100 0.583 -0.136 -0.600
S -2.846 -0.912 0.441 2.534
O -3.386 -1.050 1.694 -0.801
O -3.238 -1.772 -0.569 -0.854
O -1.127 -0.894 0.518 -0.859
H 3.518 0.467 -0.382 0.300
H 2.583 -0.642 -1.435 0.229
H 3.425 -1.213 0.041 0.237
H 1.253 -1.028 0.940 -0.054
H 0.474 1.762 0.366 0.277
H 0.998 1.138 -1.140 0.276
H -0.847 -0.321 -1.427 0.227
H -1.711 1.789 0.612 0.227
H -1.683 1.868 -1.124 0.251
Sn 0.573 -2.497 0.226 1.810
```

The value obtained for the gap between HOMO and LUMO is 5.68 eV. The charge is +2. The HOMO energy is -17.17 eV. The electronic energy is -1406.236873 a.u. The calculation puts the LUMO energy at -11.49 eV.

***

Record 12
# C5H9MgO4Rh

C5H9MgO4Rh as an isolated structure in a non-equilibrium geometry (ωB97M-V with the def2-TZVPD basis set, the OMol25 dataset).

Geometry as XYZ:
```
20
Properties=species:S:1:pos:R:3:nbo_charge:R:1
O 1.816 -0.587 0.887 -0.874
C 1.490 -1.861 0.584 0.069
C 0.381 -2.256 -0.071 0.104
O -0.760 -1.526 -0.216 -0.458
C -0.833 -0.283 -0.964 -0.034
C -2.070 0.425 -0.476 -0.171
O -1.721 1.110 0.754 -0.674
C -2.707 1.942 1.325 -0.265
Mg 0.304 0.810 0.763 1.798
H 2.332 -2.561 0.591 0.229
H 0.380 -3.204 -0.612 0.252
H -0.912 -0.502 -2.036 0.243
H -2.899 -0.258 -0.226 0.260
H -2.389 1.190 -1.201 0.234
H -2.252 2.474 2.167 0.220
H -3.068 2.679 0.592 0.214
H -3.538 1.315 1.682 0.220
Rh 2.999 0.781 0.544 1.299
O 1.652 1.429 -0.555 -1.221
H 1.193 1.141 -1.618 0.553
```

The value obtained for the gap between HOMO and LUMO (alpha / beta) is 8.23 / 6.49 eV. The charge is +2. Its expectation value of S² is 6.025. The multiplicity is 5. The HOMO energy (alpha / beta) is -16.88 / -16.87 eV. The electronic energy is -806.664009 a.u. The calculation puts the LUMO energy (alpha / beta) at -8.65 / -10.39 eV.